Here is a molecular structure, C4H7NO from the OMol25 dataset. Energies are from ωB97M-V/def2-TZVPD.

Summary:
F_max ... 0.7 eV/A
Calculated total energy ... -7796.6597 eV

Each line ends with the Mulliken charge.
Cartesian coordinates (Å):
C: 1.759 0.977 0.671  -0.710
H: -1.886 -1.345 -1.575  0.231
H: -1.657 -1.899 0.125  0.208
O: 0.407 1.403 0.518  -0.385
H: -2.339 0.338 0.743  0.233
C: -1.429 -1.115 -0.612  -0.171
C: 0.014 -0.714 -0.638  -0.612
H: 0.837 -0.927 -1.304  0.292
H: 2.298 1.856 1.018  0.242
H: 2.234 0.608 -0.258  0.262
N: -1.737 0.258 -0.075  -0.470
C: -0.333 0.414 -0.009  0.545
H: 1.832 0.145 1.397  0.335

Here is a molecular structure, C18H14AuN4O3S from the OMol25 dataset. Energies are from ωB97M-V/def2-TZVPD.

Summary:
F_max ... 1.6 eV/A
2S+1 ... 4
Calculated total energy ... -45518.6044 eV

Each line ends with the Mulliken charge.
Cartesian coordinates (Å):
H: 3.145 -1.872 4.867  0.418
H: 5.404 4.666 0.148  0.380
C: -1.116 2.380 -0.010  -0.304
C: 3.894 3.153 0.058  -0.398
C: -2.311 1.649 -0.053  0.679
C: 2.644 -3.316 3.324  -0.173
N: 0.729 -1.459 2.591  0.491
C: -3.351 -0.452 -0.284  -0.034
C: 1.844 -3.548 2.239  -0.692
C: -3.583 2.234 0.175  -0.937
C: 0.900 -2.596 1.816  0.574
S: 0.038 -2.795 0.359  -0.252
N: 0.030 1.729 -0.160  0.221
H: 3.379 -4.049 3.625  0.401
N: 1.254 2.219 -0.092  -0.841
H: -5.472 -0.565 -0.085  0.363
O: -0.188 -0.614 2.323  -0.510
C: 5.193 3.605 0.157  -0.729
H: -3.217 -1.511 -0.472  0.359
H: -5.676 1.901 0.361  0.406
O: 1.970 0.028 -0.025  -0.947
C: 6.234 2.688 0.268  -0.330
C: 3.598 1.786 0.064  0.333
Au: -0.202 -0.407 -0.127  0.599
C: -4.600 0.071 -0.069  -0.785
C: 5.972 1.333 0.280  -0.670
N: -2.238 0.291 -0.288  -0.420
H: 3.506 -0.616 0.085  0.414
H: 6.764 0.600 0.365  0.429
H: -3.633 3.297 0.373  0.315
H: 1.935 -4.447 1.648  0.400
C: 2.207 1.321 -0.025  0.999
H: 7.258 3.033 0.342  0.369
H: 3.070 3.849 -0.023  0.441
C: -4.706 1.460 0.172  -0.115
C: 2.508 -2.108 4.028  -0.657
C: 1.554 -1.213 3.647  -0.209
H: -1.115 3.444 0.193  0.402
O: 4.472 -0.468 0.191  -0.720
H: 1.360 -0.277 4.147  0.456
C: 4.662 0.866 0.176  0.271

Here is 16 unconnected molecules or ions with the total composition C58H162N18O16 from the OMol25 dataset. Energies are from ωB97M-V/def2-TZVPD.

Summary:
F_max ... 3.6 eV/A
Calculated total energy ... -122349.1000 eV

Each line ends with the Mulliken charge.
Cartesian coordinates (Å):
H: 21.071 11.827 10.222  0.643
H: 12.900 11.091 12.589  0.043
H: 12.618 13.538 14.321  0.383
H: 26.041 11.951 12.619  -0.150
H: 22.394 13.953 23.765  0.021
H: 19.516 7.536 19.641  0.458
H: 19.515 8.921 16.138  0.429
C: 24.108 19.190 16.735  -0.456
O: 25.126 19.160 21.710  -0.152
O: 18.495 7.532 17.245  -0.515
H: 27.032 16.098 19.367  0.497
H: 15.514 13.507 20.189  0.470
H: 10.920 11.966 11.364  0.412
H: 17.018 17.887 22.784  0.299
C: 24.563 18.138 22.437  -0.928
C: 17.089 10.121 13.321  -0.257
N: 25.045 12.366 22.199  -0.535
H: 15.279 14.991 9.306  0.335
H: 17.720 10.333 21.881  0.218
H: 15.302 14.794 19.065  0.225
H: 23.244 10.530 15.753  -0.764
C: 14.887 12.412 15.574  0.042
H: 16.902 15.940 19.646  -0.472
H: 26.375 11.348 14.985  -0.225
H: 16.654 13.207 12.015  -0.050
H: 19.984 13.567 15.239  -0.046
H: 23.148 14.793 17.632  -0.036
H: 23.142 8.404 15.509  0.031
H: 27.692 13.138 21.429  0.198
H: 18.804 15.304 11.346  0.602
C: 11.556 12.661 11.918  -1.373
H: 15.028 10.356 13.609  0.144
C: 17.184 7.993 16.967  -0.347
C: 24.065 14.687 14.766  -1.359
C: 12.249 11.875 13.041  0.578
H: 18.181 19.283 19.370  0.223
H: 26.468 13.901 16.673  -0.656
H: 23.579 12.087 11.713  0.128
H: 22.449 15.783 26.709  0.279
H: 25.779 19.880 18.605  0.263
C: 22.843 19.085 15.963  0.297
H: 24.666 12.188 23.122  0.345
H: 11.027 13.530 12.284  0.359
H: 20.867 13.064 23.888  -0.746
H: 26.215 14.707 20.072  -0.712
H: 10.425 12.218 18.959  0.351
C: 25.205 11.869 19.845  0.440
H: 25.697 16.495 21.602  0.236
C: 17.522 14.902 13.064  0.188
H: 20.929 11.782 14.406  -0.611
H: 27.718 12.523 15.164  0.283
H: 21.527 9.993 17.237  -0.228
O: 24.716 13.529 14.364  1.039
N: 20.883 9.582 12.606  0.076
H: 20.936 7.175 17.446  0.314
C: 20.419 8.062 19.358  -1.498
C: 24.701 16.833 21.741  0.194
C: 17.581 16.776 19.827  0.870
H: 23.030 17.244 20.353  0.667
H: 22.431 17.941 14.238  0.179
H: 14.570 11.263 18.422  0.005
H: 14.375 14.379 10.644  0.190
H: 19.881 11.534 11.543  0.173
H: 17.510 10.849 24.934  0.309
C: 19.401 8.611 17.182  0.413
C: 18.699 12.604 16.700  0.449
N: 15.732 9.706 13.256  -0.278
H: 24.761 15.538 23.262  0.361
C: 27.178 11.865 14.475  -1.025
H: 23.859 15.417 13.986  0.508
H: 24.006 7.424 14.315  0.268
H: 15.434 14.393 12.738  0.344
N: 24.117 15.705 22.483  0.058
O: 23.802 19.891 17.937  -0.314
H: 22.494 17.241 16.975  -0.314
H: 18.575 16.402 20.057  -0.164
H: 18.886 19.023 17.879  0.229
H: 11.750 10.859 14.692  0.259
H: 19.689 12.545 19.726  -0.059
H: 25.315 14.587 17.757  0.032
C: 24.013 9.494 14.084  -0.057
C: 21.497 14.341 25.632  -0.125
H: 24.681 15.301 15.474  -0.117
C: 25.001 20.393 22.336  -0.922
H: 19.505 11.449 23.904  -1.291
C: 22.865 12.944 11.698  -0.460
H: 20.285 14.682 27.429  0.415
H: 25.660 20.498 23.216  0.344
H: 19.848 9.430 10.080  0.297
C: 22.984 11.608 20.980  0.565
H: 20.171 16.047 21.779  0.088
O: 13.960 13.250 18.873  -0.522
C: 19.987 9.549 23.105  -0.884
H: 14.426 12.612 16.560  -0.049
H: 27.592 13.488 11.543  0.250
H: 18.314 13.315 20.477  0.381
H: 11.752 12.951 19.847  0.265
C: 24.948 20.556 18.377  -0.697
H: 22.129 12.691 16.584  -0.570
N: 21.826 9.081 17.559  -0.190
H: 24.537 18.165 16.860  -0.193
H: 17.304 15.983 13.184  0.648
H: 23.100 13.808 12.308  -0.010
N: 23.595 8.290 14.633  -0.258
H: 22.536 10.983 21.770  0.088
H: 24.542 17.613 19.667  -0.017
H: 13.245 9.695 17.859  0.217
H: 16.526 17.931 18.316  0.289
H: 20.302 14.282 21.598  -0.423
H: 18.171 14.641 14.908  -0.265
H: 24.683 21.128 19.265  0.101
O: 21.159 14.444 17.121  0.290
H: 17.642 13.215 14.248  -0.579
H: 29.722 16.286 19.452  0.313
O: 27.333 14.317 18.370  -0.437
H: 25.299 10.534 16.945  0.416
H: 21.087 17.890 16.175  0.161
C: 24.026 16.832 20.300  -0.467
H: 23.975 20.590 22.658  0.381
N: 22.298 15.594 25.698  -0.624
C: 22.153 14.853 18.107  -0.368
H: 30.351 15.124 20.674  0.438
H: 10.696 10.692 13.535  0.300
H: 24.700 12.251 17.228  -0.041
C: 20.726 15.151 22.107  0.766
H: 21.928 15.863 18.324  0.043
H: 17.519 12.000 22.513  0.294
H: 22.790 13.225 10.627  0.403
H: 15.203 13.379 15.085  0.179
O: 21.583 12.522 12.154  0.076
C: 11.387 11.983 19.444  -1.462
H: 12.303 11.981 17.636  -0.016
C: 20.952 9.469 10.215  -2.003
C: 29.631 15.281 19.895  -1.519
N: 28.566 13.408 20.988  -0.661
H: 23.222 16.011 22.895  -0.129
C: 18.986 10.566 23.570  1.896
H: 23.789 11.599 14.530  -0.869
H: 28.921 12.772 20.268  0.330
C: 20.929 11.656 11.298  -1.542
H: 23.513 19.034 13.944  0.244
H: 15.786 11.803 15.705  -0.176
H: 26.383 11.687 17.720  0.324
C: 17.557 17.577 18.510  0.220
C: 13.217 12.736 13.778  0.291
H: 24.899 19.758 16.210  0.516
H: 21.283 8.609 12.661  0.306
H: 29.889 14.601 19.067  0.301
H: 21.057 12.475 17.837  -0.727
C: 26.349 14.673 17.436  -0.055
H: 26.543 15.681 17.083  0.863
H: 22.678 11.266 19.968  -0.205
H: 11.610 9.603 18.073  0.297
O: 13.891 11.769 14.667  -0.330
N: 17.443 14.220 14.349  0.561
H: 19.355 8.736 22.785  0.407
O: 16.355 14.960 11.024  -0.445
H: 20.674 9.890 22.336  -0.183
H: 18.092 11.691 19.837  0.670
H: 21.147 10.084 13.451  -0.704
H: 21.225 8.427 10.144  0.460
H: 16.222 16.394 22.210  0.246
O: 17.567 11.198 13.718  0.446
H: 22.425 20.118 15.941  0.231
H: 24.878 12.927 19.558  -0.781
H: 21.250 7.456 19.765  0.401
H: 19.710 15.079 12.882  0.144
N: 12.490 9.956 18.473  -0.740
O: 20.755 15.084 23.548  -0.311
H: 13.858 11.529 20.076  0.599
H: 25.228 21.269 17.553  0.452
O: 24.719 9.650 13.109  -0.652
C: 25.305 11.375 17.627  -0.434
C: 21.146 13.041 16.913  0.945
C: 18.808 12.336 20.323  -1.426
H: 23.104 14.484 15.218  -0.096
H: 25.344 21.176 21.644  0.229
C: 21.450 10.188 11.424  1.424
C: 21.954 18.171 16.788  -0.536
H: 17.463 8.270 12.477  0.218
H: 24.225 15.889 19.852  -0.621
N: 18.575 18.603 18.734  -0.499
H: 11.137 11.417 20.358  0.382
H: 19.020 13.710 11.979  0.098
H: 22.553 10.071 11.407  0.049
H: 19.534 15.247 25.939  0.268
C: 18.245 11.193 22.318  -1.006
C: 27.166 15.026 19.578  0.774
H: 24.706 13.330 21.924  -0.146
C: 20.663 8.140 17.826  -0.022
H: 17.071 8.488 15.991  -0.039
H: 15.661 13.317 9.971  0.264
H: 26.316 11.868 19.926  0.539
C: 18.824 14.742 12.291  -1.376
H: 21.802 15.190 21.761  -0.418
C: 20.159 14.448 26.368  -1.257
C: 18.023 16.655 17.367  -1.079
H: 16.054 13.307 18.471  0.083
H: 17.480 9.360 24.173  0.291
H: 21.320 9.948 9.296  0.471
H: 22.129 13.646 26.137  0.466
N: 20.324 11.519 15.215  1.438
C: 24.519 11.488 21.166  -0.555
O: 19.245 11.763 21.532  0.732
H: 16.799 8.670 17.754  0.208
H: 21.570 18.488 17.748  0.538
N: 11.257 11.398 14.004  -0.738
O: 17.080 17.659 20.769  -0.494
N: 27.813 12.962 12.381  -0.775
H: 26.577 14.487 14.312  0.187
C: 12.489 11.448 18.549  1.211
C: 28.287 14.811 20.494  -0.134
C: 17.072 17.077 22.054  -0.190
C: 15.275 13.713 19.140  -0.469
H: 16.577 7.077 16.900  0.354
H: 21.788 16.386 25.339  0.240
H: 12.285 13.029 11.210  0.268
H: 19.596 13.505 26.231  0.227
H: 17.997 16.490 22.195  -0.083
C: 13.853 11.859 19.022  -0.809
H: 18.102 17.221 16.422  0.536
H: 19.045 9.433 17.831  -0.364
C: 20.025 12.728 15.954  1.714
H: 15.549 8.699 13.226  0.193
H: 17.244 15.929 17.315  0.337
H: 24.985 18.118 23.478  0.419
H: 22.278 9.251 18.450  0.114
N: 23.432 10.641 14.769  2.703
C: 25.918 13.921 13.640  -1.117
H: 28.115 15.387 21.396  0.414
H: 28.502 13.532 12.877  0.263
H: 13.947 13.168 13.045  -0.583
H: 24.764 10.455 21.339  0.706
H: 25.643 14.570 12.807  0.309
H: 19.414 11.217 14.849  -0.735
N: 23.192 18.407 14.672  -0.474
H: 17.862 12.533 16.042  -1.034
H: 27.958 11.179 14.081  0.514
N: 17.919 9.077 12.916  -0.242
H: 18.529 13.427 17.422  -0.243
C: 26.617 12.659 13.244  1.182
C: 21.400 13.998 24.159  1.037
H: 18.795 11.672 17.271  -0.520
H: 20.466 9.069 19.740  0.261
H: 22.738 12.691 21.101  -0.491
C: 15.390 14.367 10.226  -0.638
H: 18.918 9.143 12.670  0.096
N: 18.081 10.079 24.600  -0.691
H: 20.520 9.232 23.983  0.371
H: 18.918 16.080 17.572  -0.083
C: 16.406 14.309 12.224  -0.202
H: 23.469 18.362 22.576  0.350
H: 21.997 14.233 18.968  0.465
O: 24.859 10.950 18.823  -0.500

- What is the formula in the second record?
  C18H14AuN4O3S

- F_max of number 1 (C4H7NO)?
  0.7 eV/A